62
Properties=species:S:1:pos:R:3:forces:R:3:mulliken_charge:R:1 method="wB97M-V/def2-TZVPD" total_charge=-1 energy_ev=-163201.1351
C 2.917773 4.928283 1.129299 0.94 0.27 0.23 -0.9628
C 3.833904 3.924910 0.367689 0.27 0.19 0.61 -0.5855
C 3.246813 2.497953 0.170473 0.96 0.99 0.37 0.3152
F 4.257465 1.751706 -0.504399 -0.58 0.24 0.15 -0.3599
Si 1.634230 2.367590 -0.852630 -1.08 -1.99 0.10 -0.3111
O 0.396932 1.523970 -0.024361 1.13 2.34 0.85 0.1785
Si 0.025275 2.140952 1.495064 -1.51 -0.71 -0.46 0.4867
C -1.872080 2.442901 1.499466 -0.40 1.41 -0.47 -0.2191
C -2.362762 2.905386 2.871064 0.48 -0.23 -2.34 0.2126
O -2.556529 2.197035 3.764894 -0.42 -0.99 1.96 -0.3971
Br -2.679479 4.861952 3.107812 0.16 -0.05 -0.22 -0.2530
C 1.028983 3.998621 -1.606344 -0.22 0.36 0.12 0.3968
Cl -0.558440 4.702194 -1.130686 0.82 -0.75 0.02 -0.2690
C 1.686327 4.708191 -2.527910 -0.56 0.88 -0.45 0.5652
C 1.145608 6.009265 -3.153056 0.81 -0.13 -0.01 -1.3067
Cl 3.251268 4.175072 -3.148295 -0.71 0.29 0.36 -0.1412
P 2.122622 1.026989 -2.609769 0.48 -0.15 -1.74 0.0673
O 0.628771 0.794041 -3.356908 0.79 -0.70 1.08 -0.5072
Cl 2.717011 -0.812495 -1.836210 -0.60 0.63 0.03 -0.1973
H 2.597185 4.503970 2.102460 -0.15 0.23 -0.68 0.2715
H 3.561491 5.797901 1.398523 -0.44 -0.46 -0.21 0.3902
H 2.083061 5.340890 0.535907 0.19 -0.51 0.38 0.2257
H 4.206202 4.384460 -0.570953 -0.50 -0.51 0.34 0.2220
H 4.744855 3.800149 0.999364 -0.51 -0.04 -0.43 0.4252
H 3.183959 2.036969 1.182811 -0.34 0.16 -0.61 0.4054
H 0.641580 3.438489 1.795710 0.25 0.15 -0.24 -0.1881
H 0.329177 1.238904 2.611127 0.18 -0.20 -0.06 -0.2513
H -2.096155 3.265017 0.784146 0.38 -0.53 0.33 0.2616
H -2.428493 1.562099 1.113706 0.36 0.24 0.73 0.2437
H 2.011559 6.585542 -3.532614 -0.56 -0.33 -0.03 0.3733
H 0.435577 5.789455 -3.977630 0.49 0.06 0.45 0.2821
H 0.629808 6.645883 -2.414519 0.21 -0.50 -0.24 0.3979
H 0.301429 -0.105753 -3.151749 -0.20 0.35 0.01 0.3287
C -2.500246 -1.755372 0.010668 -0.16 0.44 0.31 -1.6610
C -1.179088 -2.514334 0.253340 -0.54 -0.09 0.42 1.6112
C -1.140343 -3.017233 1.707664 0.07 -0.05 0.27 -1.2886
C -2.090941 -4.170516 2.018785 -0.06 -0.07 0.12 -0.6974
C -2.389278 -5.048780 0.800308 -0.20 0.05 0.08 -1.4333
C -1.326893 -4.989237 -0.313941 -0.15 0.09 0.40 1.7900
N -1.171541 -3.604999 -0.726027 -0.08 0.11 -0.60 0.5059
O -0.239599 -3.437274 -1.759031 0.25 -0.02 0.00 -0.9746
C -1.892880 -5.788932 -1.494171 0.07 -0.22 -0.24 -1.9196
C -0.035941 -5.683734 0.159780 0.25 -0.29 0.06 -1.7531
C -0.040662 -1.505966 0.121148 0.20 -0.17 -0.24 -1.1669
H -2.534625 -1.355709 -1.005173 0.14 -0.15 -0.04 0.3545
H -2.612759 -0.907542 0.705739 0.01 0.03 0.03 0.1163
H -3.369783 -2.402444 0.140141 0.09 -0.08 0.00 0.4156
H -0.122197 -3.338132 1.948573 0.04 0.07 -0.21 0.3720
H -1.348245 -2.189580 2.398462 0.01 0.06 -0.11 0.4978
H -1.656394 -4.778360 2.819385 0.00 0.04 0.00 0.3568
H -3.032903 -3.782959 2.419983 0.01 -0.02 -0.02 0.3124
H -2.539487 -6.082241 1.132589 0.13 -0.04 -0.13 0.5354
H -3.352863 -4.738838 0.382230 0.13 0.04 -0.19 0.3121
H -2.785878 -5.305293 -1.897433 0.08 0.12 0.07 0.4350
H -2.175455 -6.801481 -1.179361 0.04 0.02 0.12 0.3874
H -1.166238 -5.887706 -2.302053 0.03 0.21 0.08 0.3468
H -0.240052 -6.724989 0.439943 -0.06 0.02 0.00 0.3948
H 0.413025 -5.198854 1.029725 -0.07 0.07 -0.03 0.3166
H 0.715388 -5.705841 -0.631403 -0.12 0.23 -0.06 0.3634
H -0.155296 -0.698905 0.852539 -0.20 -0.19 0.15 -0.1236
H -0.024044 -1.040807 -0.862304 0.00 -0.20 -0.01 -0.0083
H 0.930289 -1.972437 0.298412 -0.05 -0.05 -0.16 0.5025



85
Properties=species:S:1:pos:R:3:forces:R:3:mulliken_charge:R:1 method="wB97M-V/def2-TZVPD" total_charge=+1 energy_ev=-56222.2291
Y 5.410987 -9.329756 13.789676 -2.30 0.34 4.71 1.5638
O 3.614221 -10.914424 17.163247 0.26 -0.16 -0.46 0.5378
C 4.171142 -10.394566 16.085676 0.78 0.99 -1.26 1.1129
O 3.602013 -10.369666 14.955814 -0.83 -0.43 -1.04 -0.9890
O 5.304277 -9.876145 16.130702 1.84 0.32 0.11 -0.8857
H 4.246364 -10.805370 17.903985 0.12 0.07 0.43 0.1863
O 5.181320 -5.118954 14.258925 0.36 -0.84 1.08 -0.4651
C 4.947548 -6.080790 15.217564 0.30 1.25 2.16 0.5730
O 4.816080 -7.299501 14.871672 0.56 -3.00 -2.96 -0.4657
O 4.942620 -5.705501 16.390825 -0.11 -0.39 -1.07 -0.5982
H 5.497542 -4.484803 14.941060 -0.27 0.66 -1.08 0.3396
C 1.384229 -7.836821 15.965494 -0.80 0.14 -0.21 -1.4386
C 0.621145 -8.491187 17.144646 1.63 0.89 -1.36 0.2344
C -0.318752 -9.603852 16.675843 0.54 1.01 1.17 -0.4496
O -0.999334 -9.221724 15.517424 -0.61 0.26 0.04 -0.3841
C -1.725049 -10.312917 14.979090 0.99 -0.18 -0.37 -0.6945
N 1.608492 -9.000056 18.108391 -0.22 -0.02 0.14 -0.3542
H 1.917833 -8.542059 15.308477 -0.05 0.08 0.48 0.0222
H 2.049398 -7.074813 16.375015 0.26 -0.13 -0.14 0.5181
H 0.662751 -7.312381 15.335127 0.05 -0.01 -0.07 0.5176
H 0.139513 -7.643405 17.633142 -0.63 -0.35 0.05 0.4844
H -0.961384 -9.704365 17.559577 -0.48 -0.81 -0.36 0.3336
H 0.275508 -10.507196 16.489607 -0.06 -0.18 0.12 0.2385
H -2.280655 -10.015956 14.092106 -0.20 0.39 0.29 0.2867
H -2.360274 -10.792591 15.724938 -0.10 0.00 -0.07 0.3050
H -0.958993 -11.007866 14.607455 -0.30 -0.48 0.17 0.2343
H 2.064340 -9.802659 17.709848 -0.05 -0.23 -0.14 -0.4036
H 2.350678 -8.308472 18.179208 -0.09 0.11 0.15 0.3554
C 7.218734 -12.254436 17.993256 -0.30 0.02 0.05 -1.6071
C 7.957648 -12.597969 16.725159 -0.04 -0.09 -0.11 0.8558
C 9.371225 -13.069379 16.996194 0.65 -0.50 -0.28 -1.0225
O 9.990546 -13.565488 15.818600 -0.30 0.27 -0.60 -0.3578
C 11.310839 -14.097177 16.036072 -1.44 0.21 0.32 -0.7364
N 7.204512 -13.594983 15.939117 0.39 0.84 -1.12 -0.6277
H 7.056999 -13.140455 18.610003 0.26 0.06 0.18 0.4636
H 6.224289 -11.869103 17.777919 0.07 0.05 -0.14 0.0062
H 7.739794 -11.468631 18.538595 0.02 -0.17 0.20 0.4733
H 8.005095 -11.681923 16.122846 0.13 -0.03 -0.10 0.2052
H 9.306053 -13.903747 17.705539 0.21 0.24 0.41 0.4004
H 10.011386 -12.247710 17.330272 -0.26 -0.02 0.65 0.4665
H 11.170601 -15.069533 16.511239 0.45 -0.15 -0.04 0.3091
H 11.850213 -13.434177 16.713416 0.33 -0.02 -0.18 0.3064
H 11.756104 -14.176428 15.050834 0.26 -0.06 0.13 0.2277
H 7.864614 -13.949258 15.248465 0.00 -0.44 0.22 0.2901
H 6.834248 -14.375514 16.467270 -0.06 0.13 0.21 0.2804
C 6.066109 -12.455577 12.932438 1.87 0.90 -1.37 -0.4879
C 4.871597 -12.074861 12.063400 0.76 -1.07 1.29 -0.4016
O 4.876471 -10.644372 11.885468 -0.21 0.58 0.00 -0.5165
O 6.151919 -11.757762 14.162628 -1.27 0.84 0.33 0.2039
H 7.010348 -12.054923 12.533112 -0.28 -0.78 -1.43 0.3992
H 6.173068 -13.540341 12.959233 -0.30 0.00 0.58 0.3816
H 3.979971 -12.416090 12.593509 -0.29 0.35 -0.27 0.2279
H 4.967766 -12.551106 11.090048 -0.03 -0.05 0.04 0.5258
H 4.353429 -10.462402 11.091914 0.03 0.32 0.12 0.2914
H 6.632208 -12.338971 14.825276 -0.62 -0.31 0.52 -0.0288
C 5.299083 -11.762177 22.181601 1.15 0.44 -0.35 -0.4738
C 5.464840 -10.621154 21.145138 -0.38 -0.93 0.14 -0.5817
O 4.934571 -11.028768 19.879736 -0.89 0.12 -0.85 -0.3128
O 4.080624 -11.739962 22.891083 0.27 0.42 -0.74 -0.6028
H 6.161901 -11.656822 22.845226 -0.40 -0.11 0.49 0.4024
H 5.424229 -12.726447 21.672924 0.05 0.05 -0.14 0.2337
H 6.504406 -10.410852 20.896382 0.07 0.05 0.48 0.3796
H 4.958624 -9.736159 21.538830 0.09 0.12 -0.16 0.2989
H 4.017518 -11.327231 20.004069 0.06 -0.10 0.33 0.0445
H 3.435994 -11.654256 22.170070 -0.49 -0.25 0.56 0.3116
C 1.313336 -11.913956 19.793376 -0.98 -1.88 1.05 0.2323
C 0.646367 -10.917983 20.766672 0.67 0.36 -1.76 -0.8079
O 1.328712 -9.676371 20.794695 0.32 -0.37 0.56 -0.6223
O 2.372401 -12.584139 20.506415 0.98 0.92 0.33 -0.4905
H 1.638910 -11.584401 18.811545 0.04 0.56 0.13 -0.1660
H 0.589075 -12.717146 19.615038 -0.29 0.26 -0.28 0.3794
H 0.617242 -11.391532 21.745197 0.11 0.22 0.14 0.4514
H -0.377988 -10.756491 20.416324 -0.15 -0.13 0.08 0.3571
H 1.465516 -9.392879 19.860788 -0.40 -0.04 0.21 0.6287
H 2.670923 -13.403530 20.101930 -0.33 0.03 -0.34 0.2295
C 3.731172 -14.559942 15.288243 -0.27 -0.23 0.95 0.1100
C 2.321007 -14.131738 15.634297 0.49 0.64 -0.44 -0.5184
O 2.263033 -13.344161 16.824352 -0.05 -0.71 -0.51 -0.4035
O 4.151075 -15.555769 16.233832 0.41 0.18 -0.83 -0.5510
H 4.391480 -13.685700 15.361417 0.10 0.02 -0.12 -0.2459
H 3.761764 -14.950370 14.266861 -0.05 -0.03 -0.03 0.4977
H 1.687208 -15.011367 15.704818 -0.12 0.07 0.39 0.3879
H 1.995528 -13.555881 14.758804 -0.37 0.21 0.09 0.2172
H 2.956227 -12.673944 16.759870 -0.29 -0.07 0.08 0.0601
H 4.672945 -16.172630 15.709827 0.02 -0.24 0.43 0.3111



48
Properties=species:S:1:pos:R:3:forces:R:3:mulliken_charge:R:1 method="wB97M-V/def2-TZVPD" total_charge=+1 energy_ev=-50855.5007
C 4.652485 2.135195 -0.962606 0.41 -0.19 -0.60 -0.7099
N 3.589367 2.446039 0.094742 -1.91 -0.46 -0.59 -0.0544
C 3.404176 1.212809 1.004197 -0.19 -0.64 0.87 -0.7889
C 2.256280 2.768752 -0.542996 -2.24 -4.77 -3.99 0.5938
O 1.660862 1.867184 -1.358869 3.28 5.76 4.92 -0.5061
C 1.386909 4.163447 -0.286055 0.82 -0.05 0.11 -0.8202
N 0.068610 3.688851 0.361023 -0.79 0.07 2.15 0.1847
C 0.040591 3.674746 1.875344 -5.44 -2.18 -4.48 -0.1443
N -1.373661 3.124267 2.143735 2.18 0.70 -3.52 -0.1712
C -2.152906 2.812207 0.857208 5.94 1.72 -2.94 0.0836
P -3.909594 2.071755 0.669661 -1.74 -1.19 1.15 0.1759
N -4.584305 2.410075 -0.970951 0.38 -1.48 1.09 -0.6334
O -3.675642 0.312020 0.690263 1.12 3.15 -2.89 -0.4049
C -1.156858 3.205619 -0.386464 -0.21 -0.17 6.84 -0.0956
H 4.188869 1.828940 -2.007249 0.90 0.59 2.23 0.2731
H 5.309272 3.098308 -1.084064 -1.13 -2.05 0.16 0.2632
H 5.278231 1.221760 -0.551157 -1.14 2.09 -0.97 0.3065
H 4.460477 0.966992 1.494162 -2.44 0.62 -1.08 0.3412
H 2.618533 1.420214 1.875391 1.76 -0.20 -1.87 0.1963
H 3.008136 0.275266 0.426553 0.86 1.75 0.92 0.3287
H 1.196786 4.764166 -1.291167 0.24 -1.68 2.10 0.3338
H 1.920331 4.913231 0.449065 -1.06 -1.75 -1.39 0.3177
H 0.884827 3.978140 2.627660 -1.97 -0.66 -1.73 0.3732
H -1.774201 2.948920 3.108335 0.75 0.33 -1.67 0.2918
H -5.539793 2.848560 -0.890410 1.51 -0.48 0.30 0.3272
H -4.756274 1.463485 -1.394159 0.31 1.22 0.19 0.2782
H -3.251384 0.147745 -0.225028 -0.74 -0.36 2.01 0.3206
H -1.285360 3.156596 -1.550873 0.51 0.21 2.71 0.3473
C -5.154415 -2.804455 0.720590 -0.19 0.70 1.04 -0.2780
C -5.356439 -2.857658 -0.755233 0.08 0.04 -0.45 0.2972
O -4.773724 -4.087175 -1.123491 -0.47 -0.01 0.58 -0.2761
C -4.914798 -4.887964 -0.030097 0.46 -3.75 0.39 0.5865
O -4.784406 -6.100617 -0.048493 -0.27 3.22 0.06 -0.5123
O -5.228199 -4.166966 1.089463 0.11 -0.55 -0.81 -0.3023
F -4.678084 -1.863508 -1.370996 0.14 0.49 -0.42 -0.2838
H -4.173453 -2.405518 0.999788 -0.08 0.04 -0.26 0.2027
H -5.927732 -2.219199 1.225415 0.09 -0.25 0.02 0.2900
H -6.406683 -2.840400 -1.065407 0.16 0.13 -0.13 0.2737
C 3.402201 -2.858015 -0.965391 -0.78 0.75 -0.75 -0.4261
C 3.767105 -4.295167 -0.813281 0.31 -0.72 -0.64 0.2919
O 4.823208 -4.270012 0.119937 -0.60 0.70 0.50 -0.2803
C 4.585228 -3.175041 0.895227 1.65 0.58 2.99 0.5871
O 5.117614 -2.971181 1.973594 -1.35 -0.34 -2.72 -0.5311
O 3.670476 -2.335820 0.320413 0.51 -0.44 0.59 -0.2232
F 4.238204 -4.798794 -1.976074 -0.08 -0.20 -0.06 -0.2808
H 4.022240 -2.339415 -1.704305 0.04 -0.30 0.00 0.2879
H 2.350708 -2.721875 -1.232263 0.15 0.06 0.20 0.2804
H 2.956184 -4.926511 -0.434688 0.13 -0.07 -0.15 0.2885